*P*
Below is a 12-piece molecular cluster, C36H96O36S12 overall, with properties calculated with wB97M-V/def2-TZVPD.

structure (SMILES): CCOS(C)(=O)=O.CCOS(C)(=O)=O.CCOS(C)(=O)=O.CCOS(C)(=O)=O.CCOS(C)(=O)=O.CCOS(C)(=O)=O.CCOS(C)(=O)=O.CCOS(C)(=O)=O.CCOS(C)(=O)=O.CCOS(C)(=O)=O.CCOS(C)(=O)=O.CCOS(C)(=O)=O

The geometry in ORCA input format:
```
! wB97M-V def2-TZVPD RIJCOSX def2/J DEFGRID3
* xyz 0 1
C -22.65 16.63 -13.76
C -22.78 17.96 -13.06
O -23.24 17.72 -11.77
S -23.22 18.94 -10.62
C -24.48 20.09 -11.31
O -23.65 18.42 -9.33
O -22.01 19.70 -10.73
H -22.10 16.70 -14.69
H -23.62 16.13 -13.85
H -21.99 16.05 -13.11
H -21.82 18.47 -13.14
H -23.48 18.50 -13.69
H -24.50 20.91 -10.60
H -25.47 19.64 -11.36
H -24.13 20.29 -12.32
C -24.42 13.79 4.66
C -25.02 14.80 3.80
O -24.29 14.89 2.55
S -25.14 15.63 1.34
C -23.84 15.35 0.02
O -26.28 14.81 0.94
O -25.18 17.05 1.69
H -23.33 13.83 4.59
H -24.66 12.80 4.26
H -24.71 13.78 5.71
H -26.09 14.55 3.78
H -24.96 15.76 4.31
H -23.96 16.03 -0.83
H -23.86 14.30 -0.27
H -22.94 15.59 0.58
C -19.94 24.30 -3.80
C -21.03 25.26 -4.13
O -22.01 25.29 -3.10
S -23.57 24.66 -3.40
C -23.36 22.85 -3.32
O -24.42 25.14 -2.29
O -23.95 25.00 -4.75
H -20.32 23.29 -3.72
H -19.41 24.62 -2.90
H -19.14 24.30 -4.54
H -20.55 26.24 -4.13
H -21.34 25.14 -5.17
H -22.93 22.73 -2.32
H -22.76 22.49 -4.16
H -24.33 22.39 -3.51
C -37.29 4.90 -6.38
C -35.95 4.48 -6.96
O -35.05 5.44 -6.53
S -33.66 5.55 -7.37
C -32.60 6.62 -6.26
O -33.04 4.20 -7.38
O -33.95 6.21 -8.63
H -37.35 4.60 -5.33
H -38.07 4.47 -7.01
H -37.51 5.96 -6.40
H -35.63 3.48 -6.63
H -36.09 4.44 -8.04
H -31.66 6.71 -6.82
H -32.46 6.08 -5.33
H -33.00 7.62 -6.09
C -36.70 23.49 -5.40
C -37.69 22.46 -5.86
O -37.04 21.67 -6.86
S -37.90 20.36 -7.36
C -37.74 20.56 -9.16
O -37.20 19.15 -6.85
O -39.29 20.63 -7.08
H -36.94 24.15 -4.56
H -36.42 24.17 -6.21
H -35.76 22.96 -5.24
H -38.08 21.73 -5.15
H -38.46 23.05 -6.36
H -38.46 21.31 -9.48
H -37.93 19.61 -9.68
H -36.69 20.79 -9.33
C -39.09 8.76 -0.01
C -38.19 9.06 -1.21
O -37.12 9.90 -0.73
S -36.41 11.08 -1.66
C -37.55 12.52 -1.27
O -35.05 11.36 -1.14
O -36.59 10.65 -3.08
H -40.07 8.53 -0.43
H -39.10 9.59 0.69
H -38.69 7.92 0.56
H -37.77 8.23 -1.77
H -38.61 9.54 -2.09
H -38.58 12.18 -1.14
H -37.59 13.27 -2.07
H -37.18 12.98 -0.36
C -39.18 7.58 -12.86
C -39.13 8.89 -12.05
O -38.20 9.80 -12.67
S -38.27 11.40 -12.21
C -37.27 11.06 -10.63
O -37.46 12.28 -13.09
O -39.66 11.74 -11.81
H -39.27 7.75 -13.94
H -40.09 7.03 -12.61
H -38.39 6.88 -12.60
H -40.16 9.23 -12.04
H -38.91 8.67 -11.01
H -37.10 11.96 -10.03
H -36.45 10.53 -11.11
H -37.86 10.31 -10.10
C -25.11 12.08 -8.12
C -24.77 11.38 -9.41
O -25.27 10.03 -9.41
S -26.49 9.77 -10.51
C -26.44 7.92 -10.52
O -27.73 10.30 -9.91
O -26.00 10.27 -11.77
H -25.19 11.32 -7.34
H -26.04 12.64 -8.19
H -24.39 12.81 -7.74
H -25.12 12.06 -10.18
H -23.68 11.40 -9.49
H -25.42 7.73 -10.85
H -27.22 7.56 -11.20
H -26.80 7.45 -9.60
C -29.03 22.33 4.97
C -29.08 21.14 5.90
O -28.07 21.27 6.88
S -28.30 20.38 8.26
C -29.72 21.22 9.09
O -28.76 19.05 7.87
O -27.15 20.65 9.11
H -28.92 23.25 5.53
H -29.89 22.36 4.30
H -28.10 22.33 4.41
H -30.07 21.06 6.34
H -28.77 20.26 5.33
H -30.51 21.42 8.37
H -29.31 22.06 9.65
H -30.00 20.46 9.83
C -30.93 19.99 -3.76
C -31.45 18.95 -4.74
O -30.38 18.55 -5.70
S -30.75 17.59 -7.00
C -31.22 15.95 -6.15
O -31.90 18.16 -7.67
O -29.48 17.44 -7.68
H -31.73 20.32 -3.09
H -30.51 20.88 -4.23
H -30.22 19.52 -3.07
H -31.74 18.09 -4.13
H -32.28 19.43 -5.24
H -30.46 15.57 -5.48
H -31.47 15.30 -6.98
H -32.13 16.16 -5.58
C -32.74 28.09 0.88
C -34.00 28.39 1.69
O -34.11 27.35 2.60
S -33.57 27.62 4.16
C -35.04 28.58 4.73
O -33.60 26.34 4.87
O -32.31 28.37 4.12
H -31.81 28.14 1.45
H -32.56 28.82 0.08
H -32.73 27.06 0.52
H -33.88 29.33 2.22
H -34.89 28.60 1.10
H -35.39 29.36 4.05
H -34.87 28.97 5.74
H -35.83 27.82 4.73
C -28.32 16.37 -16.18
C -27.91 15.52 -17.38
O -26.79 16.11 -17.99
S -26.43 15.80 -19.57
C -27.83 16.78 -20.33
O -25.10 16.46 -19.80
O -26.67 14.35 -19.91
H -29.28 16.02 -15.80
H -28.43 17.43 -16.40
H -27.52 16.33 -15.44
H -27.68 14.51 -17.03
H -28.72 15.33 -18.08
H -28.62 16.12 -20.69
H -27.41 17.36 -21.15
H -28.20 17.50 -19.60
*
```



*Q*
Below is a 12-piece molecular cluster, C36H96O36S12 overall, with properties calculated with wB97M-V/def2-TZVPD.

structure (SMILES): CCOS(C)(=O)=O.CCOS(C)(=O)=O.CCOS(C)(=O)=O.CCOS(C)(=O)=O.CCOS(C)(=O)=O.CCOS(C)(=O)=O.CCOS(C)(=O)=O.CCOS(C)(=O)=O.CCOS(C)(=O)=O.CCOS(C)(=O)=O.CCOS(C)(=O)=O.CCOS(C)(=O)=O

The geometry in ORCA input format:
```
! wB97M-V def2-TZVPD RIJCOSX def2/J DEFGRID3
* xyz 0 1
C 3.12 -6.52 -0.54
C 2.85 -5.54 0.54
O 1.93 -6.16 1.40
S 1.27 -5.27 2.60
C -0.19 -4.65 1.56
O 0.85 -6.18 3.66
O 2.05 -4.05 2.90
H 3.92 -6.08 -1.14
H 2.27 -6.70 -1.21
H 3.53 -7.43 -0.11
H 3.81 -5.28 0.98
H 2.44 -4.63 0.10
H 0.27 -4.07 0.75
H -0.75 -4.04 2.26
H -0.81 -5.41 1.09
C 2.14 0.86 6.06
C 1.63 2.28 5.76
O 0.52 2.55 6.58
S -0.44 3.91 6.20
C -1.40 3.11 4.86
O -1.43 4.16 7.23
O 0.40 4.95 5.61
H 2.62 0.82 7.04
H 2.91 0.55 5.35
H 1.28 0.19 6.14
H 2.40 2.99 6.06
H 1.47 2.32 4.69
H -2.22 3.76 4.54
H -1.88 2.22 5.26
H -0.73 2.84 4.04
C -3.70 -1.76 -0.53
C -3.47 -1.55 -2.07
O -2.30 -0.70 -2.25
S -2.61 0.89 -2.77
C -3.14 0.52 -4.60
O -3.81 1.36 -2.11
O -1.34 1.67 -2.72
H -4.01 -0.84 -0.04
H -2.77 -2.07 -0.07
H -4.35 -2.57 -0.21
H -3.33 -2.54 -2.51
H -4.41 -1.25 -2.53
H -2.51 -0.29 -4.95
H -3.05 1.47 -5.12
H -4.16 0.13 -4.52
C -0.19 -2.87 6.03
C -1.49 -2.47 5.37
O -1.84 -3.35 4.38
S -3.43 -3.46 3.83
C -3.77 -1.69 3.50
O -3.41 -4.22 2.58
O -4.27 -3.86 5.01
H 0.14 -2.20 6.82
H 0.67 -2.99 5.36
H -0.35 -3.82 6.55
H -2.37 -2.34 6.00
H -1.35 -1.52 4.86
H -4.80 -1.73 3.15
H -3.09 -1.43 2.69
H -3.65 -1.08 4.40
C 0.30 -2.18 -4.26
C 0.88 -0.99 -5.10
O -0.12 -0.27 -5.76
S 0.35 1.17 -6.39
C 1.73 0.44 -7.52
O -0.76 1.75 -7.08
O 0.99 1.86 -5.34
H -0.49 -2.73 -4.77
H -0.19 -1.84 -3.35
H 1.04 -2.90 -3.92
H 1.58 -0.39 -4.52
H 1.49 -1.40 -5.91
H 1.31 -0.42 -8.05
H 2.51 0.41 -6.76
H 1.95 1.24 -8.23
C 0.21 -5.54 -3.81
C -1.32 -5.94 -3.76
O -1.71 -6.55 -2.60
S -2.28 -5.56 -1.37
C -4.01 -5.36 -2.10
O -2.49 -6.41 -0.19
O -1.51 -4.35 -1.30
H 0.59 -5.26 -4.79
H 0.82 -6.41 -3.56
H 0.48 -4.75 -3.11
H -1.90 -5.05 -4.00
H -1.52 -6.67 -4.55
H -4.56 -6.29 -2.24
H -3.85 -4.84 -3.04
H -4.56 -4.68 -1.46
C -0.54 9.01 -2.04
C -0.87 8.11 -3.33
O -0.50 6.75 -2.92
S -1.41 5.54 -3.58
C -0.05 4.27 -3.70
O -2.40 5.21 -2.51
O -1.91 5.92 -4.88
H -1.32 8.71 -1.34
H -0.53 10.08 -2.25
H 0.48 8.88 -1.70
H -1.92 8.20 -3.58
H -0.18 8.40 -4.12
H -0.49 3.52 -4.36
H 0.13 3.98 -2.67
H 0.78 4.75 -4.21
C 3.61 2.33 -3.30
C 4.60 1.40 -3.99
O 4.05 0.13 -3.57
S 4.49 -1.22 -4.46
C 6.14 -1.32 -3.72
O 3.63 -2.36 -4.15
O 4.54 -0.83 -5.88
H 2.58 1.97 -3.35
H 3.45 3.25 -3.86
H 3.74 2.40 -2.22
H 4.69 1.67 -5.04
H 5.60 1.45 -3.57
H 6.38 -2.37 -3.56
H 6.09 -0.83 -2.75
H 6.87 -0.83 -4.38
C 2.59 2.72 1.29
C 1.98 4.05 1.67
O 0.57 3.87 1.51
S -0.44 5.09 1.99
C -0.42 6.06 0.38
O -1.78 4.44 2.08
O 0.13 5.82 3.13
H 2.52 2.63 0.21
H 2.11 1.92 1.86
H 3.62 2.77 1.65
H 2.09 4.27 2.73
H 2.42 4.84 1.07
H -0.71 7.09 0.63
H -1.21 5.64 -0.24
H 0.57 5.92 -0.05
C -8.01 1.10 4.45
C -6.66 0.74 3.89
O -6.30 1.85 3.05
S -5.44 1.49 1.67
C -5.33 3.18 0.99
O -4.13 1.07 2.07
O -6.27 0.58 0.83
H -8.41 0.29 5.06
H -8.74 1.32 3.67
H -7.89 1.94 5.13
H -5.84 0.60 4.59
H -6.77 -0.18 3.32
H -4.51 3.76 1.41
H -6.28 3.72 1.09
H -5.14 3.09 -0.08
C 5.29 0.01 0.16
C 5.13 0.01 1.68
O 6.10 -0.87 2.17
S 5.96 -1.28 3.76
C 4.60 -2.58 3.70
O 7.16 -1.97 4.23
O 5.38 -0.12 4.47
H 6.26 0.43 -0.10
H 4.59 0.73 -0.27
H 5.06 -0.90 -0.39
H 5.31 1.01 2.07
H 4.14 -0.33 1.97
H 4.33 -3.06 4.64
H 4.99 -3.28 2.97
H 3.67 -2.07 3.43
C 1.55 -0.13 -1.36
C 1.23 -1.14 -0.25
O 1.42 -0.48 1.04
S 0.17 -0.34 2.05
C -0.79 0.80 1.01
O -0.59 -1.62 2.12
O 0.58 0.30 3.30
H 1.06 0.85 -1.33
H 1.27 -0.57 -2.31
H 2.63 0.02 -1.41
H 0.19 -1.41 -0.48
H 1.78 -2.08 -0.34
H -0.21 1.69 0.76
H -1.64 1.09 1.62
H -1.29 0.37 0.14
*
```



*R*
Below is a 12-piece molecular cluster, C36H96O36S12 overall, with properties calculated with wB97M-V/def2-TZVPD.

structure (SMILES): CCOS(C)(=O)=O.CCOS(C)(=O)=O.CCOS(C)(=O)=O.CCOS(C)(=O)=O.CCOS(C)(=O)=O.CCOS(C)(=O)=O.CCOS(C)(=O)=O.CCOS(C)(=O)=O.CCOS(C)(=O)=O.CCOS(C)(=O)=O.CCOS(C)(=O)=O.CCOS(C)(=O)=O

The geometry in ORCA input format:
```
! wB97M-V def2-TZVPD RIJCOSX def2/J DEFGRID3
* xyz 0 1
C 10.13 -18.68 -8.47
C 8.68 -17.96 -8.25
O 8.63 -16.60 -8.66
S 8.37 -16.23 -10.27
C 10.01 -15.76 -10.91
O 8.07 -17.52 -10.90
O 7.54 -15.01 -10.50
H 10.47 -18.40 -9.47
H 10.16 -19.75 -8.27
H 10.88 -18.19 -7.85
H 7.85 -18.54 -8.65
H 8.49 -18.00 -7.18
H 10.32 -14.83 -10.44
H 9.89 -15.64 -11.99
H 10.73 -16.52 -10.61
C 4.33 -19.03 -14.91
C 4.21 -17.53 -15.48
O 5.32 -17.44 -16.49
S 5.18 -16.21 -17.52
C 4.43 -17.03 -18.86
O 4.23 -15.25 -16.99
O 6.53 -15.80 -18.00
H 5.20 -19.25 -14.30
H 4.54 -19.72 -15.72
H 3.34 -19.27 -14.52
H 3.16 -17.39 -15.74
H 4.46 -16.85 -14.66
H 4.88 -16.61 -19.76
H 3.37 -16.79 -18.74
H 4.54 -18.12 -18.83
C 4.03 -17.79 -6.55
C 3.32 -16.89 -5.57
O 3.15 -17.70 -4.41
S 2.58 -16.99 -2.96
C 0.83 -16.74 -3.24
O 2.90 -18.00 -1.91
O 3.04 -15.61 -2.78
H 5.11 -17.76 -6.43
H 3.94 -17.56 -7.61
H 3.67 -18.82 -6.51
H 4.00 -16.05 -5.44
H 2.34 -16.65 -5.98
H 0.50 -17.59 -3.84
H 0.89 -15.88 -3.91
H 0.43 -16.61 -2.24
C 7.83 -11.73 -10.04
C 8.70 -11.09 -8.98
O 9.88 -10.35 -9.43
S 11.47 -10.76 -9.04
C 11.53 -10.21 -7.30
O 11.58 -12.20 -9.03
O 12.35 -9.92 -9.89
H 7.61 -10.96 -10.78
H 6.84 -12.06 -9.72
H 8.50 -12.39 -10.60
H 8.22 -10.24 -8.50
H 8.96 -11.82 -8.21
H 10.77 -10.79 -6.77
H 11.28 -9.15 -7.25
H 12.51 -10.54 -6.97
C 6.33 -22.29 -13.25
C 6.51 -21.63 -11.86
O 6.31 -22.64 -10.90
S 7.51 -22.81 -9.66
C 8.73 -24.03 -10.59
O 8.28 -21.54 -9.45
O 6.94 -23.60 -8.57
H 5.41 -22.84 -13.45
H 7.18 -22.97 -13.27
H 6.31 -21.56 -14.06
H 7.51 -21.22 -11.72
H 5.81 -20.79 -11.89
H 8.25 -24.98 -10.38
H 9.75 -23.87 -10.23
H 8.63 -23.98 -11.68
C -0.25 -17.24 -7.80
C 0.63 -18.44 -7.52
O 0.81 -18.62 -6.10
S 0.70 -20.27 -5.49
C -1.18 -20.36 -5.42
O 1.25 -21.15 -6.52
O 1.24 -20.34 -4.13
H 0.18 -16.26 -7.57
H -1.27 -17.29 -7.42
H -0.51 -17.07 -8.84
H 0.19 -19.34 -7.94
H 1.59 -18.34 -8.04
H -1.42 -20.04 -6.43
H -1.57 -19.68 -4.66
H -1.32 -21.41 -5.17
C 1.55 -13.12 -13.84
C 1.39 -11.70 -13.16
O 1.61 -11.92 -11.77
S 0.22 -11.66 -10.82
C 0.43 -9.92 -10.41
O -1.03 -11.94 -11.60
O 0.44 -12.44 -9.53
H 1.10 -13.17 -14.83
H 1.20 -13.94 -13.21
H 2.60 -13.38 -13.95
H 2.12 -11.01 -13.58
H 0.44 -11.30 -13.50
H -0.49 -9.63 -9.89
H 0.64 -9.40 -11.34
H 1.25 -9.91 -9.70
C -1.68 -25.44 -8.77
C -0.18 -25.44 -8.67
O 0.27 -24.79 -9.81
S 1.40 -23.58 -9.74
C 0.16 -22.26 -9.74
O 2.17 -23.67 -8.49
O 2.09 -23.43 -11.05
H -2.05 -24.43 -8.59
H -2.04 -26.14 -8.02
H -2.01 -25.73 -9.77
H 0.13 -24.97 -7.73
H 0.25 -26.44 -8.63
H 0.71 -21.34 -9.90
H -0.38 -22.23 -8.80
H -0.37 -22.40 -10.68
C -0.59 -16.95 -13.61
C 0.06 -17.33 -15.02
O -0.95 -17.00 -16.05
S -1.87 -18.18 -16.57
C -1.18 -18.32 -18.29
O -1.52 -19.42 -15.87
O -3.24 -17.63 -16.68
H -0.65 -15.87 -13.53
H -0.02 -17.34 -12.77
H -1.58 -17.39 -13.58
H 1.02 -16.86 -15.21
H 0.29 -18.38 -14.84
H -0.11 -18.52 -18.36
H -0.99 -17.26 -18.46
H -1.91 -18.88 -18.87
C 8.70 -11.17 -4.07
C 7.88 -12.32 -4.62
O 7.30 -11.91 -5.79
S 5.98 -12.77 -6.36
C 6.81 -14.37 -6.73
O 5.03 -13.00 -5.23
O 5.46 -12.22 -7.60
H 9.38 -10.79 -4.83
H 9.40 -11.43 -3.28
H 8.14 -10.27 -3.82
H 8.44 -13.24 -4.77
H 7.15 -12.67 -3.89
H 7.46 -14.81 -5.96
H 7.38 -14.30 -7.66
H 5.99 -15.07 -6.87
C 7.76 -7.23 -10.65
C 6.31 -7.57 -10.94
O 6.02 -8.98 -11.16
S 4.43 -9.41 -11.26
C 4.49 -10.59 -9.95
O 3.61 -8.28 -10.87
O 4.28 -10.09 -12.57
H 7.97 -6.27 -10.17
H 8.47 -7.28 -11.47
H 8.20 -8.03 -10.04
H 5.82 -7.14 -10.06
H 5.90 -7.07 -11.82
H 4.95 -11.47 -10.42
H 3.44 -10.80 -9.74
H 5.11 -10.10 -9.21
C 4.13 -14.58 -9.69
C 3.06 -15.14 -10.61
O 2.41 -16.40 -10.23
S 2.69 -17.64 -11.28
C 4.44 -17.96 -10.76
O 1.80 -18.73 -10.80
O 2.62 -17.16 -12.69
H 4.71 -13.92 -10.34
H 4.81 -15.42 -9.54
H 3.74 -14.04 -8.83
H 2.30 -14.36 -10.64
H 3.57 -15.19 -11.58
H 4.89 -17.08 -11.23
H 4.73 -18.84 -11.33
H 4.43 -18.04 -9.67
*
```



Among the structures shown above, *Q* is the most stable, with the second-best lying 277.7 kJ/mol higher.